Molecular formula: C2H4N4
Method: DFT, the ωB97M-V functional and the def2-TZVPD basis

Each line ends with the Löwdin charge.
CARTESIAN COORDINATES (ANGSTROEM)
1 N 1.7760 -0.2191 0.1996  0.090
2 C 0.3797 -0.1756 0.1964  -0.425
3 C -0.3184 1.0450 0.1025  -0.120
4 N -1.6014 0.7967 -0.0593  0.044
5 N -1.6753 -0.5196 0.0338  -0.103
6 N -0.4937 -1.1665 0.1595  0.098
7 H 2.0961 0.3084 -0.6045  0.086
8 H 2.2083 -1.1317 0.1893  0.083
9 H 0.0989 2.0356 0.1772  0.102
10 H -2.4702 -0.9732 -0.3947  0.146

Properties
* ΔE to the lowest compared entry with this formula, charge and spin: 23.21 kcal/mol
* max |F|: 0.53 eV/A
* structure (SMILES): Nc1cn[nH]n1
* lowest unoccupied orbital energy: 1.1 eV

Molecular formula: CH11NO4
Method: DFT, the ωB97M-V functional and the def2-TZVPD basis

Each line ends with the Löwdin charge.
CARTESIAN COORDINATES (ANGSTROEM)
1 C 1.8728 0.2366 1.4510  -0.145
2 N 1.4194 -0.8998 1.7178  0.029
3 H 1.8865 0.9878 2.2392  0.056
4 H 2.0599 0.6872 0.4702  0.074
5 H 1.2676 -1.5193 0.9281  0.038
6 O -1.2400 0.9203 3.1029  -0.060
7 H -0.3447 0.6108 2.9198  -0.006
8 H -1.1969 1.7634 3.5580  0.035
9 O -0.5193 1.5997 -3.1826  -0.072
10 H -0.6436 1.1716 -2.3195  0.007
11 H -0.1505 0.8679 -3.7043  0.031
12 O -1.1520 -0.3292 -0.2107  -0.060
13 H -1.2782 -0.6708 0.6862  0.038
14 H -1.7781 0.4142 -0.1835  0.061
15 O -0.1165 -1.6802 -2.7199  -0.055
16 H -0.1946 -1.5868 -1.7667  -0.006
17 H 0.1082 -2.5732 -2.9860  0.035

Properties
* ΔE to the lowest compared entry with this formula, charge and spin: 31.67 kcal/mol
* max |F|: 1.44 eV/A
* structure (SMILES): C=N.O.O.O.O
* lowest unoccupied orbital energy: 0.5 eV

Molecular formula: CH4N2S
Method: DFT, the ωB97M-V functional and the def2-TZVPD basis

Each line ends with the Löwdin charge.
CARTESIAN COORDINATES (ANGSTROEM)
1 C -0.1924 1.1130 0.4241  -0.066
2 N -0.8154 -1.1856 -0.6506  -0.035
3 N -0.1739 -0.1348 -0.1331  -0.566
4 S 1.6804 -0.4536 -0.4002  0.711
5 H 0.6119 1.7812 0.4304  0.019
6 H -1.1485 1.3955 0.5993  0.019
7 H -1.8440 -0.9373 -0.6417  0.053
8 H 1.8820 -1.5785 0.3716  -0.135

Properties
* ΔE to the lowest compared entry with this formula, charge and spin: 105.24 kcal/mol
* max |F|: 4.79 eV/A
* lowest unoccupied orbital energy: 0.3 eV

Molecular formula: C21H60N3O10S
Method: DFT, the ωB97M-V functional and the def2-TZVPD basis

Each line ends with the Löwdin charge.
CARTESIAN COORDINATES (ANGSTROEM)
1 C 6.8690 -0.9677 1.3755  -0.098
2 N 6.5105 0.3345 1.9566  -0.100
3 C 5.8214 1.2124 1.0548  -0.190
4 C 4.3093 0.8894 0.8336  -0.203
5 C 4.1059 0.1073 -0.4730  -0.132
6 N 2.7819 0.2365 -1.1023  -0.010
7 C 1.7973 0.6814 -0.1306  -0.165
8 C 2.0738 2.0833 0.3791  -0.377
9 C 1.1986 2.5368 1.5406  -0.134
10 C 0.8248 1.4378 2.5544  -0.153
11 C -0.4535 0.6688 2.1538  -0.207
12 C -1.5765 0.7296 3.1781  -0.188
13 C -2.6235 -0.3532 2.9222  -0.168
14 C -3.0647 -0.4213 1.4907  -0.233
15 O -4.1285 -1.3589 1.3448  -0.202
16 C -3.9618 -2.1609 0.1825  -0.099
17 C 1.9619 3.1668 -0.7387  -0.166
18 S 0.4929 2.9636 -1.7358  0.714
19 O 0.7867 1.9504 -2.6997  -0.316
20 O -0.6636 2.7482 -0.9232  -0.313
21 N 3.5277 2.1795 0.8511  0.163
22 H 7.7528 -1.3694 1.8435  0.080
23 H 7.0938 -0.8717 0.3215  0.081
24 H 6.0537 -1.6834 1.4452  0.077
25 H 5.9468 0.1490 2.7758  0.108
26 H 6.3179 1.1801 0.0979  0.116
27 H 5.8825 2.2493 1.3996  0.121
28 H 3.9400 0.2885 1.6519  0.147
29 H 4.8588 0.3161 -1.2220  0.127
30 H 4.2345 -0.9344 -0.1990  0.126
31 H 2.8249 0.9022 -1.8648  0.095
32 H 0.8204 0.6201 -0.5783  0.118
33 H 1.7837 -0.0413 0.6736  0.130
34 H 0.2711 2.9746 1.2108  0.113
35 H 1.6984 3.3211 2.1066  0.101
36 H 1.6531 0.7669 2.7543  0.108
37 H 0.6125 1.9626 3.4783  0.104
38 H -0.7783 1.0255 1.1872  0.090
39 H -0.1963 -0.3778 2.0080  0.120
40 H -2.0540 1.7030 3.1450  0.118
41 H -1.1468 0.6072 4.1662  0.115
42 H -2.2703 -1.3095 3.2911  0.121
43 H -3.4976 -0.0942 3.5128  0.124
44 H -3.3847 0.5762 1.1802  0.129
45 H -2.2687 -0.7100 0.8143  0.110
46 H -3.8782 -1.5511 -0.7143  0.090
47 H -4.8023 -2.8320 0.0939  0.096
48 H -3.0645 -2.7745 0.2494  0.082
49 H 2.7891 3.0673 -1.4311  0.108
50 H 1.9846 4.1395 -0.2615  0.123
51 H 0.2908 4.1245 -2.4073  0.104
52 H 4.0420 2.8738 0.3075  0.173
53 H 3.5481 2.5283 1.8136  0.178
54 C 1.1465 -2.7698 -2.0363  -0.148
55 O 0.8084 -3.8127 -1.1321  -0.137
56 H 1.3662 -1.8799 -1.4530  0.042
57 H 2.0317 -3.0324 -2.6223  0.081
58 H 0.3132 -2.5577 -2.7130  0.081
59 H 0.6102 -4.6044 -1.6501  0.055
60 C -1.7424 -5.6435 -0.5382  -0.141
61 O -1.1480 -6.0023 -1.7918  -0.131
62 H -1.0748 -4.9355 -0.0591  0.062
63 H -2.7136 -5.1703 -0.6834  0.071
64 H -1.8543 -6.5192 0.1058  0.084
65 H -1.7267 -6.6331 -2.2308  0.080
66 C -2.5287 1.5103 -4.6720  -0.131
67 O -1.2056 0.9898 -4.8057  -0.135
68 H -3.0274 1.4055 -5.6317  0.085
69 H -3.0949 0.9578 -3.9172  0.075
70 H -2.5060 2.5697 -4.4003  0.077
71 H -0.7665 1.0862 -3.9548  0.032
72 C -4.7512 -4.5663 3.4013  -0.148
73 O -3.6816 -3.8698 2.7716  -0.141
74 H -4.3450 -5.4747 3.8395  0.076
75 H -5.1996 -3.9631 4.1947  0.078
76 H -5.5233 -4.8402 2.6764  0.077
77 H -4.0393 -3.0611 2.3813  0.025
78 C 1.3154 4.9339 4.6279  -0.142
79 O 2.5950 4.3230 4.4155  -0.149
80 H 0.7450 4.8496 3.7055  0.067
81 H 0.7794 4.4228 5.4295  0.084
82 H 1.4321 5.9887 4.8795  0.084
83 H 3.0831 4.4057 5.2418  0.080
84 C -1.0566 -1.9301 -7.3967  -0.164
85 O -1.2221 -0.5232 -7.4976  -0.129
86 H -0.9655 -2.3263 -8.4049  0.076
87 H -0.1501 -2.1805 -6.8370  0.072
88 H -1.9201 -2.3962 -6.9131  0.074
89 H -1.3023 -0.1723 -6.6032  0.028
90 C -5.2581 2.3184 -1.2054  -0.162
91 O -6.1710 1.2290 -1.1479  -0.118
92 H -5.6747 3.0643 -1.8767  0.080
93 H -5.1264 2.7644 -0.2151  0.075
94 H -4.2886 1.9895 -1.5945  0.060
95 H -5.8097 0.5652 -0.5506  0.059

Properties
* charge: +1
* max |F|: 1.47 eV/A
* lowest unoccupied orbital energy: -3.0 eV

Molecular formula: C30H82N12O14
Method: DFT, the ωB97M-V functional and the def2-TZVPD basis

Each line ends with the Löwdin charge.
CARTESIAN COORDINATES (ANGSTROEM)
1 C 3.9755 0.5879 -2.0111  -0.094
2 O 3.8700 1.9852 -1.7487  -0.208
3 C 3.9119 2.3708 -0.3743  -0.219
4 C 4.4380 3.7791 -0.3408  -0.194
5 N 5.9238 3.9037 -0.2433  -0.067
6 C 6.3775 5.2622 -0.1582  -0.237
7 C 7.7957 5.3656 -0.7655  -0.191
8 O 7.6899 4.7978 -2.0834  -0.216
9 C 8.8584 4.7032 -2.8048  -0.141
10 H 3.1543 -0.0078 -1.5532  0.075
11 H 4.8962 0.2000 -1.6100  0.073
12 H 3.9425 0.4769 -3.1261  0.101
13 H 4.5181 1.7476 0.2120  0.104
14 H 2.8817 2.3341 0.0182  0.116
15 H 4.1578 4.1307 0.6473  0.110
16 H 3.9409 4.3976 -1.1353  0.133
17 H 6.2986 3.5675 -1.1008  0.080
18 H 6.2740 5.5315 0.9069  0.121
19 H 5.7461 5.9331 -0.8341  0.130
20 H 8.6146 4.8654 -0.1601  0.140
21 H 7.9484 6.4568 -0.9023  0.121
22 H 9.6621 4.1531 -2.3316  0.084
23 H 9.2114 5.6552 -3.1626  0.079
24 H 8.6102 4.1206 -3.7089  0.097
25 C -0.1258 3.6133 -2.9250  -0.083
26 O -1.2159 3.8399 -2.0295  -0.160
27 C -1.9265 2.6623 -1.7773  -0.255
28 C -2.4938 2.7375 -0.3880  -0.174
29 N -1.3670 2.8113 0.6539  -0.024
30 C -1.9969 3.1573 1.9494  -0.201
31 C -1.0514 3.7524 2.9780  -0.171
32 O -0.0350 2.7599 3.3260  -0.216
33 C -0.5350 1.8247 4.2576  -0.106
34 H 0.4954 4.5009 -2.9441  0.083
35 H -0.4522 3.4594 -3.9501  0.086
36 H 0.5247 2.8147 -2.5689  0.083
37 H -1.3467 1.7485 -1.8752  0.094
38 H -2.7942 2.4388 -2.4061  0.130
39 H -3.1052 1.8384 -0.2023  0.104
40 H -3.1143 3.5992 -0.3577  0.096
41 H -0.6659 3.4658 0.3761  0.100
42 H -2.3445 2.1938 2.3605  0.101
43 H -2.7918 3.8552 1.8338  0.105
44 H -1.5649 4.0851 3.8779  0.113
45 H -0.4143 4.6058 2.6678  0.133
46 H 0.1744 1.5965 5.0367  0.092
47 H -0.9627 1.0126 3.7291  0.059
48 H -1.3452 2.3215 4.7240  0.064
49 C -2.9852 -5.8427 -3.8788  -0.105
50 O -2.4222 -4.6819 -4.4873  -0.195
51 C -3.2802 -3.9723 -5.3801  -0.230
52 C -2.4828 -2.7822 -5.7637  -0.203
53 N -2.0693 -1.8769 -4.6605  -0.044
54 C -1.1191 -0.8690 -5.1554  -0.197
55 C -0.4155 -0.2268 -4.0251  -0.228
56 O 0.5130 -1.0515 -3.3360  -0.141
57 C 0.4447 -0.9563 -1.9742  -0.157
58 H -2.2834 -6.4956 -3.3474  0.089
59 H -3.5463 -6.4687 -4.5988  0.087
60 H -3.7608 -5.5999 -3.1521  0.072
61 H -4.2419 -3.7870 -4.8437  0.126
62 H -3.5484 -4.5700 -6.2749  0.130
63 H -3.1316 -2.2572 -6.4371  0.116
64 H -1.5941 -3.1324 -6.2526  0.114
65 H -1.7054 -2.3981 -3.9164  0.087
66 H -1.6861 -0.1044 -5.7451  0.139
67 H -0.3771 -1.3397 -5.8094  0.120
68 H -1.2315 0.0552 -3.3360  0.103
69 H 0.0974 0.6597 -4.3444  0.115
70 H -0.5810 -1.0909 -1.5834  0.060
71 H 0.8034 0.0045 -1.5171  0.097
72 H 0.9856 -1.7349 -1.5046  0.064
73 C -5.7812 2.5321 0.9985  -0.150
74 O -4.8225 1.8782 1.7760  -0.224
75 C -5.5473 1.3777 2.9366  -0.183
76 C -4.6882 0.2886 3.5289  -0.206
77 N -4.2058 -0.6857 2.5577  -0.062
78 C -3.8205 -1.9628 3.1577  -0.180
79 C -3.3853 -3.0404 2.1764  -0.215
80 O -4.5150 -3.4958 1.4445  -0.202
81 C -4.1343 -4.3809 0.3834  -0.082
82 H -6.3311 3.3852 1.4877  0.098
83 H -6.6953 1.9690 0.7392  0.083
84 H -5.1479 2.8700 0.1409  0.086
85 H -6.5099 1.0024 2.6427  0.111
86 H -5.6539 2.2228 3.6265  0.131
87 H -5.2974 -0.2009 4.2926  0.126
88 H -3.8813 0.7529 4.0468  0.098
89 H -3.4391 -0.2733 2.0163  0.092
90 H -4.7497 -2.2778 3.6143  0.117
91 H -3.0451 -1.8503 3.9421  0.124
92 H -2.9409 -3.8592 2.6724  0.096
93 H -2.7270 -2.6306 1.4223  0.104
94 H -5.0834 -4.8689 0.1453  0.092
95 H -3.3796 -5.1015 0.7276  0.083
96 H -3.7289 -3.7915 -0.4274  0.069
97 N -4.5223 -1.3456 -2.7171  0.155
98 C -4.0440 -1.0128 -1.5044  -0.616
99 N -4.9709 -0.6584 -0.5209  0.180
100 O -2.8074 -0.7910 -1.4358  -0.044
101 H -3.7892 -1.4928 -3.4389  0.086
102 H -5.5215 -1.4910 -2.8309  0.104
103 H -5.9453 -0.6901 -0.7577  0.090
104 H -4.7566 -0.6278 0.4746  0.061
105 N 5.1213 -4.2533 0.4605  0.141
106 C 4.1714 -3.2818 0.6547  -0.590
107 N 2.8756 -3.5200 0.2490  0.157
108 O 4.4975 -2.1861 1.1924  -0.025
109 H 6.1055 -3.9878 0.3362  0.116
110 H 4.9675 -5.2437 0.3402  0.096
111 H 2.6995 -4.5164 0.3060  0.086
112 H 2.2478 -2.8647 0.7901  0.082
113 N -0.1694 -3.9785 3.0003  0.175
114 C -0.4219 -4.9328 2.0544  -0.709
115 N -0.0401 -4.5780 0.7541  0.135
116 O -1.0004 -5.9520 2.2531  0.041
117 H -0.3819 -4.1908 3.9507  0.100
118 H 0.0288 -3.0353 2.7869  0.058
119 H 0.0967 -3.5699 0.5627  0.053
120 H -0.6291 -5.0246 0.0350  0.104
121 N -0.9576 -0.2514 0.8990  0.198
122 C 0.3058 -0.6277 1.1731  -0.633
123 N 1.1650 0.3673 1.6051  0.220
124 O 0.6821 -1.7857 1.0680  -0.039
125 H -1.2607 0.7034 0.7216  0.067
126 H -1.5284 -0.8391 0.3176  0.052
127 H 0.6980 1.2133 1.8697  0.063
128 H 1.9977 0.0468 2.0407  0.059
129 O 4.2283 -0.0385 6.5044  -0.049
130 C 4.1986 0.3564 5.1752  -0.291
131 C 4.2292 -0.7793 4.1742  -0.281
132 O 3.7634 -0.3148 2.9520  -0.118
133 H 4.5023 0.6368 7.1288  0.089
134 H 3.2607 0.8767 4.9411  0.111
135 H 4.9937 1.0423 4.8683  0.123
136 H 3.5915 -1.6034 4.6241  0.132
137 H 5.2651 -1.2347 4.0817  0.137
138 H 3.9392 -0.8962 2.1599  0.051

Properties
* ΔE to the lowest compared entry with this formula, charge and spin: 0.00 kcal/mol
* max |F|: 3.01 eV/A
* structure (SMILES): COCCNCCOC.COCCNCCOC.COCCNCCOC.COCCNCCOC.NC(N)=O.NC(N)=O.NC(N)=O.NC(N)=O.OCCO
* lowest unoccupied orbital energy: 0.5 eV

Q: Which of these has the highest max |F|?
A: CH4N2S